Entry 1:
11
Properties=species:S:1:pos:R:3:forces:R:3:nbo_charge:R:1 method="wB97M-V/def2-TZVPD" gap_ev=10.40 e_above_lowest_ev=2.657 homo_energy_ev=-16.6 total_charge=+1 mol_weight_g_mol=63.076 lumo_ev=-6.2
O 0.0714 2.0348 -1.5114 0.246 1.311 -1.874 -1.001
H -0.2377 2.0073 -2.4751 0.439 -0.151 2.031 0.523
H 0.0661 -2.2400 1.5034 2.588 -1.923 2.180 0.273
H 0.5664 2.8895 -1.4905 -0.495 -0.802 -0.097 0.498
C -0.4832 -1.7080 0.8550 -4.538 2.421 -2.549 -0.746
C 0.3355 -0.5289 0.3753 4.866 -3.451 3.270 0.611
O 0.1847 0.6385 0.6242 -4.369 0.861 1.537 -0.547
H -1.5167 -1.5638 1.3564 1.752 0.784 -0.814 0.285
H -0.7843 -2.3813 0.0368 0.649 0.146 -0.149 0.303
H 1.5211 -0.6446 0.4552 -1.953 -1.256 -1.878 0.198
H 0.2766 1.4967 0.2706 0.815 2.059 -1.657 0.602



Entry 2:
11
Properties=species:S:1:pos:R:3:forces:R:3:lowdin_spin:R:1 method="wB97M-V/def2-TZVPD" gap_ev="11.78 / 7.22" e_above_lowest_ev=2.963 homo_energy_ev="-24.3 / -24.1" total_charge=+2 mol_weight_g_mol=63.076 lumo_ev="-12.5 / -16.9" multiplicity=2
O 0.2662 -2.1684 -0.4126 0.316 1.826 2.901 0.129
H 0.2566 -1.0234 0.2072 0.483 -3.292 -2.001 0.012
H 1.2129 -2.4634 -0.4139 0.077 0.365 -0.761 0.001
H -0.0087 -2.6881 0.3845 -0.808 -0.452 -0.474 0.000
O 0.6545 0.0998 0.5520 0.255 2.729 -0.713 0.561
C 0.1994 1.2265 0.2715 -0.860 -2.374 2.792 0.145
C -1.0458 1.4415 -0.3876 -1.986 1.442 -2.974 0.070
H 0.5361 1.9613 1.0506 0.675 0.608 -0.256 0.080
H -1.9299 1.5726 0.2775 0.509 -0.651 0.822 -0.002
H -1.3029 0.7629 -1.2273 0.363 -0.122 0.698 0.005
H -1.2066 2.4720 -0.7779 0.978 -0.079 -0.034 -0.001



Entry 3:
12
Properties=species:S:1:pos:R:3:forces:R:3:nbo_charge:R:1 method="wB97M-V/def2-TZVPD" gap_ev=9.56 e_above_lowest_ev=2.079 homo_energy_ev=-9.0 total_charge=0 smiles="C=O.CPO" mol_weight_g_mol=94.050 lumo_ev=0.5
C -1.0357 -2.9680 -0.7014 -0.098 -0.445 -0.104 0.282
O -1.7805 -2.5074 0.1278 0.748 -0.556 -0.592 -0.486
H -0.7877 -2.4448 -1.6468 -0.109 0.264 0.187 0.099
H -0.5412 -3.9926 -0.6653 -0.550 0.753 0.513 0.104
C -0.3817 1.8468 -0.0444 0.010 -1.611 2.024 -0.960
P 0.6859 0.7427 1.0517 0.157 0.985 0.017 0.842
O 2.1894 1.1570 0.4862 0.790 -0.708 -1.113 -0.983
H 0.1309 2.6900 -0.4264 0.906 0.180 -1.261 0.243
H -0.7768 1.0003 -0.5947 -0.320 0.890 -1.338 0.230
H -1.1757 2.3269 0.4957 -0.745 -0.268 0.605 0.234
H 0.9606 1.6032 2.1173 -0.605 0.178 0.595 -0.087
H 2.5125 0.5460 -0.1998 -0.183 0.338 0.468 0.483



Entry 4:
13
Properties=species:S:1:pos:R:3:forces:R:3:nbo_charge:R:1 method="wB97M-V/def2-TZVPD" gap_ev=9.08 e_above_lowest_ev=1.717 homo_energy_ev=-5.0 total_charge=-1 mol_weight_g_mol=95.074 lumo_ev=4.1
O 1.1976 -0.4683 1.4688 0.692 0.759 -3.471 -0.777
C 0.9612 -0.1747 0.2439 -1.302 0.154 -0.936 0.810
O 0.5962 0.9502 -0.2895 1.424 -1.879 1.680 -0.826
C 0.7066 -1.3963 -0.8824 -1.134 2.120 0.797 -0.790
H 1.0657 -0.9890 -1.9257 -0.338 -1.293 2.114 0.218
H 1.0157 -2.4530 -0.4998 -0.681 1.947 -1.069 0.208
H -0.4681 -1.1417 -0.9038 2.379 -1.501 -0.162 0.228
H -0.3368 1.8672 -1.5201 -3.031 1.273 -0.009 0.542
H -1.6325 3.0190 -1.2985 1.477 -1.893 -0.843 0.462
O -1.2752 2.2617 -1.8625 1.475 0.406 1.029 -1.032
H -1.1094 -0.8746 2.0779 -0.043 0.124 1.035 0.448
H 0.0306 -0.1109 2.4838 0.877 0.226 0.188 0.494
O -0.7515 -0.4895 2.9079 -1.794 -0.442 -0.351 -0.986